No. 1
The following is a quantum chemistry calculation of a 5-piece molecular cluster, C23H24F24O7 overall, from the Open Molecules 2025 dataset.

Geometry as ORCA input:
```
! wB97M-V def2-TZVPD RIJCOSX def2/J DEFGRID3
* xyz 0 1
F -5.941 -6.477 3.886
C -6.166 -6.393 2.585
F -7.222 -5.561 2.290
C -4.848 -5.869 1.941
F -4.938 -6.050 0.608
F -3.848 -6.633 2.408
C -4.528 -4.432 2.182
O -3.222 -4.009 1.655
C -2.920 -2.691 1.656
F -3.810 -2.080 0.843
F -3.055 -2.100 2.848
C -1.461 -2.518 1.127
F -1.343 -1.337 0.591
F -0.445 -2.869 1.935
H -6.440 -7.393 2.249
H -4.761 -3.997 3.154
H -5.267 -4.001 1.506
H -1.298 -3.203 0.295
F 6.754 3.508 -9.485
C 6.344 4.792 -9.528
F 5.169 4.885 -10.075
C 6.517 5.436 -8.045
F 6.898 6.766 -8.145
F 7.575 4.843 -7.472
C 5.236 5.265 -7.182
O 5.093 3.904 -7.005
C 4.033 3.563 -6.110
F 4.410 3.792 -4.847
F 2.872 4.171 -6.496
C 3.880 1.959 -6.145
F 4.926 1.288 -5.768
F 2.856 1.800 -5.287
H 7.031 5.339 -10.173
H 4.439 5.666 -7.808
H 5.372 5.808 -6.246
H 3.515 1.593 -7.105
F -9.675 0.546 7.073
C -8.311 0.638 7.012
F -7.864 -0.009 8.032
C -7.868 0.379 5.515
F -8.392 -0.751 5.029
F -6.524 0.170 5.589
C -8.255 1.573 4.517
O -7.778 2.862 5.082
C -7.427 3.781 4.041
F -6.324 3.338 3.392
F -8.441 3.741 3.200
C -7.237 5.160 4.840
F -6.560 4.998 5.952
F -6.624 6.176 4.160
H -8.204 1.720 7.090
H -9.290 1.591 4.175
H -7.748 1.383 3.571
H -8.231 5.517 5.108
O 5.232 -0.754 3.423
C 4.770 0.376 3.346
C 4.846 1.314 2.135
C 4.445 2.592 2.762
C 3.814 2.327 4.044
O 4.326 1.077 4.402
H 5.877 1.323 1.782
H 4.244 0.903 1.325
H 5.311 3.250 2.847
H 3.758 3.064 2.059
H 3.840 3.083 4.829
H 2.750 2.343 3.809
O 5.262 -4.628 -5.243
C 5.338 -4.834 -4.020
C 6.497 -4.893 -3.001
C 5.752 -4.731 -1.696
C 4.479 -5.498 -1.912
O 4.279 -5.200 -3.278
H 6.817 -5.912 -3.216
H 7.303 -4.212 -3.274
H 6.375 -5.144 -0.903
H 5.666 -3.660 -1.517
H 4.666 -6.553 -1.715
H 3.697 -5.211 -1.209
*
```

Values from the calculation:
HOMO = -10.1 eV
LUMO level = 0.0133 Eh
SMILES string = FC(F)C(F)(F)COC(F)(F)C(F)F.FC(F)C(F)(F)COC(F)(F)C(F)F.FC(F)C(F)(F)COC(F)(F)C(F)F.O=C1CCCO1.O=C1CCCO1
Frontier orbital gap = 10.45 eV


No. 2
The following is a quantum chemistry calculation of a 4-piece molecular cluster, C23H24IN3O8 overall, from the Open Molecules 2025 dataset.

Geometry as ORCA input:
```
! wB97M-V def2-TZVPD RIJCOSX def2/J DEFGRID3
* xyz 0 1
O -1.102 1.064 2.952
N -0.999 2.253 2.688
O -0.188 2.996 3.199
C -1.914 2.803 1.676
C -2.861 1.966 1.111
C -3.718 2.494 0.159
C -3.615 3.829 -0.208
C -2.655 4.647 0.373
C -1.791 4.136 1.328
H -2.925 0.931 1.412
H -4.467 1.859 -0.295
H -4.289 4.235 -0.951
H -2.577 5.686 0.083
H -1.035 4.752 1.793
O 5.945 -0.498 -0.329
N 5.163 -0.297 0.580
O 5.453 -0.324 1.760
C 3.761 -0.001 0.225
C 3.401 0.006 -1.110
C 2.082 0.277 -1.440
C 1.156 0.532 -0.436
C 1.542 0.523 0.898
C 2.858 0.255 1.241
H 4.141 -0.199 -1.869
H 1.770 0.287 -2.474
H 0.125 0.734 -0.701
H 0.816 0.725 1.671
H 3.181 0.241 2.271
O 0.270 -0.121 -4.050
N -0.166 -1.010 -4.760
O -1.158 -1.662 -4.513
C 0.569 -1.314 -6.002
C 1.718 -0.600 -6.289
C 2.406 -0.900 -7.454
C 1.940 -1.896 -8.302
C 0.782 -2.597 -7.993
C 0.083 -2.309 -6.831
H 2.060 0.171 -5.616
H 3.309 -0.356 -7.697
H 2.483 -2.128 -9.209
H 0.420 -3.371 -8.656
H -0.818 -2.842 -6.568
C 1.386 -0.842 4.550
C 0.098 -1.331 5.205
C -0.942 -1.810 4.179
I -0.938 -3.962 4.057
C -2.318 -1.279 4.527
O -3.374 -2.020 3.888
C -4.570 -1.973 4.515
O -5.201 -0.985 4.695
H 1.155 -0.044 3.839
H 2.072 -0.430 5.295
H 1.891 -1.648 4.009
H -0.340 -0.511 5.789
H 0.311 -2.133 5.917
H -0.645 -1.496 3.178
H -2.397 -0.239 4.199
H -2.458 -1.312 5.613
H -4.887 -2.965 4.873
*
```

Values from the calculation:
HOMO = -9.2 eV
LUMO level = -0.0329 Eh
SMILES string = O=[N+]([O-])c1ccccc1.O=[N+]([O-])c1ccccc1.O=[N+]([O-])c1ccccc1.CC[C@@H](I)COC=O
Frontier orbital gap = 8.27 eV


No. 3
The following is a quantum chemistry calculation of one molecule with the formula C23H24N2O, from the Open Molecules 2025 dataset.

Geometry as ORCA input:
```
! wB97M-V def2-TZVPD RIJCOSX def2/J DEFGRID3
* xyz 0 1
O -4.979 -1.708 0.852
C -4.618 -0.589 0.175
C -5.572 0.158 -0.502
C -5.194 1.303 -1.180
C -3.870 1.707 -1.188
C -2.914 0.962 -0.520
C -3.276 -0.185 0.166
N -2.379 -1.031 0.892
C -1.443 -0.364 1.792
C 0.016 -0.452 1.316
N 0.036 -0.259 -0.119
C 1.322 0.121 -0.706
C 2.390 -0.930 -0.474
C 2.676 -1.865 -1.463
C 3.586 -2.882 -1.235
C 4.226 -2.979 -0.012
C 3.960 -2.045 0.975
C 3.050 -1.029 0.747
C 1.766 1.500 -0.264
C 3.096 1.875 -0.421
C 3.521 3.140 -0.059
C 2.621 4.056 0.459
C 1.292 3.699 0.601
C 0.868 2.433 0.237
C -0.595 -1.372 -0.815
C -1.700 -2.001 0.052
H -4.180 -2.019 1.309
H -6.599 -0.169 -0.481
H -5.940 1.882 -1.704
H -3.578 2.599 -1.722
H -1.876 1.257 -0.541
H -1.742 0.681 1.896
H -1.524 -0.838 2.780
H 0.453 -1.420 1.615
H 0.594 0.340 1.793
H 1.132 0.181 -1.789
H 2.191 -1.788 -2.427
H 3.795 -3.600 -2.015
H 4.936 -3.773 0.168
H 4.466 -2.107 1.928
H 2.865 -0.296 1.518
H 3.805 1.169 -0.830
H 4.559 3.412 -0.186
H 2.953 5.043 0.745
H 0.579 4.409 0.994
H -0.172 2.168 0.341
H 0.127 -2.164 -1.074
H -1.024 -0.980 -1.743
H -2.434 -2.488 -0.594
H -1.270 -2.761 0.712
*
```

Values from the calculation:
HOMO = -8.2 eV
LUMO level = 0.0260 Eh
SMILES string = Oc1ccccc1N1CCN(C(c2ccccc2)c2ccccc2)CC1
Frontier orbital gap = 8.94 eV


No. 4
The following is a quantum chemistry calculation of one molecule with the formula C23H24N2O7, from the Open Molecules 2025 dataset.

Geometry as ORCA input:
```
! wB97M-V def2-TZVPD RIJCOSX def2/J DEFGRID3
* xyz 0 1
C -2.870 2.573 -0.128
O -3.529 1.395 -0.512
C -4.868 1.359 -0.059
C -5.502 0.032 -0.463
C -5.052 -1.122 0.434
N -3.626 -1.336 0.364
C -3.020 -2.028 -0.671
O -3.598 -2.552 -1.588
C -1.566 -2.002 -0.363
C -0.498 -2.577 -1.020
C 0.766 -2.422 -0.466
C 0.945 -1.712 0.719
C 2.305 -1.508 1.279
O 2.574 -0.651 2.090
O 3.193 -2.363 0.774
C 4.578 -2.144 1.053
C 5.069 -1.157 -0.024
O 5.634 -1.528 -1.028
N 4.736 0.119 0.246
C 4.534 1.087 -0.821
C 3.067 1.062 -1.169
C 2.597 0.438 -2.310
C 1.236 0.309 -2.541
C 0.337 0.794 -1.612
C 0.787 1.417 -0.458
C 2.149 1.559 -0.228
O 2.692 2.146 0.873
C 1.835 2.604 1.891
C -0.140 -1.118 1.374
C -1.389 -1.275 0.818
C -2.725 -0.810 1.275
O -3.015 -0.150 2.240
H -1.899 2.566 -0.617
H -3.429 3.461 -0.449
H -2.741 2.613 0.962
H -4.895 1.478 1.034
H -5.426 2.195 -0.510
H -6.587 0.119 -0.399
H -5.226 -0.186 -1.496
H -5.544 -2.046 0.118
H -5.295 -0.909 1.478
H -0.646 -3.131 -1.934
H 1.628 -2.851 -0.952
H 5.067 -3.111 0.937
H 4.707 -1.749 2.065
H 4.212 0.322 1.089
H 5.148 0.784 -1.669
H 4.838 2.073 -0.464
H 3.308 0.041 -3.019
H 0.883 -0.178 -3.437
H -0.725 0.683 -1.772
H 0.071 1.771 0.266
H 2.488 3.029 2.652
H 1.265 1.779 2.326
H 1.152 3.378 1.527
H 0.012 -0.571 2.292
*
```

Values from the calculation:
HOMO = -8.7 eV
LUMO level = -0.0264 Eh
SMILES string = COCCCN1C(=O)c2ccc(C(=O)OCC(=O)NCc3ccccc3OC)cc2C1=O
Frontier orbital gap = 7.96 eV


No. 5
The following is a quantum chemistry calculation of one molecule with the formula C23H24N6O2, from the Open Molecules 2025 dataset.

Geometry as ORCA input:
```
! wB97M-V def2-TZVPD RIJCOSX def2/J DEFGRID3
* xyz 0 1
O -0.117 -6.141 0.940
C -0.390 -5.329 0.082
N -0.116 -3.994 0.148
C 0.515 -3.277 1.151
C 0.964 -3.878 2.328
C 1.590 -3.133 3.307
C 1.787 -1.769 3.142
C 1.351 -1.159 1.986
C 0.714 -1.891 0.982
C 0.285 -1.179 -0.200
N -0.360 -1.711 -1.263
N -0.565 -0.757 -2.103
N -0.062 0.328 -1.580
C -0.130 1.601 -2.223
C -1.200 2.509 -1.574
O -2.247 2.702 -2.158
N -0.925 3.033 -0.370
C -1.890 3.929 0.239
C -1.371 5.360 0.138
C 0.040 5.453 0.652
C 0.576 6.684 1.012
C 1.874 6.786 1.472
C 2.658 5.648 1.579
C 2.136 4.421 1.220
C 0.831 4.313 0.753
C 0.299 2.947 0.389
N 0.479 0.125 -0.397
C -1.087 -5.718 -1.205
C -0.410 -5.251 -2.513
C -1.650 -4.416 -2.867
C -2.339 -4.895 -1.580
H -0.400 -3.423 -0.649
H 0.813 -4.936 2.458
H 1.928 -3.622 4.208
H 2.277 -1.191 3.909
H 1.493 -0.100 1.831
H 0.853 2.077 -2.217
H -0.455 1.419 -3.250
H -2.840 3.819 -0.285
H -2.016 3.642 1.288
H -2.021 6.035 0.698
H -1.392 5.673 -0.910
H -0.040 7.568 0.929
H 2.275 7.749 1.748
H 3.673 5.719 1.940
H 2.742 3.530 1.301
H 1.061 2.388 -0.151
H 0.095 2.388 1.314
H -1.263 -6.793 -1.160
H -0.200 -6.064 -3.204
H 0.503 -4.675 -2.370
H -2.150 -4.723 -3.784
H -1.472 -3.345 -2.907
H -3.224 -5.506 -1.742
H -2.591 -4.104 -0.876
*
```

Values from the calculation:
HOMO = -8.4 eV
LUMO level = 0.0119 Eh
SMILES string = O=C(Nc1ccccc1-c1nnn(CC(=O)N2CCc3ccccc3C2)n1)C1CCC1
Frontier orbital gap = 8.77 eV


No. 6
The following is a quantum chemistry calculation of C23H25AsBr2N2O5Pd as an isolated structure, from the Open Molecules 2025 dataset.

Geometry as ORCA input:
```
! wB97M-V def2-TZVPD RIJCOSX def2/J DEFGRID3
* xyz -2 1
Pd -0.824 0.192 0.519
C -4.005 0.055 0.746
C -3.616 1.488 0.528
C -4.567 2.451 0.191
C -4.202 3.773 0.109
C -2.863 4.136 0.351
C -2.386 5.454 0.335
Br -3.616 6.912 0.065
C -1.063 5.751 0.561
C -0.177 4.722 0.790
Br 1.669 5.143 1.048
C -0.520 3.347 0.857
O 0.304 2.437 1.087
C -1.941 3.091 0.626
N -2.338 1.808 0.715
H -4.761 -0.019 1.530
H -3.107 -0.513 1.042
H -4.413 -0.377 -0.168
H -5.592 2.159 0.010
H -4.934 4.539 -0.113
H -0.718 6.774 0.565
O -1.212 -1.105 -1.211
C -1.663 -2.230 -0.944
C -1.036 -3.265 -0.158
C -1.385 -4.586 -0.377
C -0.817 -5.642 0.348
C 0.172 -5.349 1.313
C 0.522 -4.061 1.561
C -0.099 -2.936 0.907
O 0.150 -1.776 1.306
N -1.221 -6.949 0.140
O -2.032 -7.209 -0.774
O -0.769 -7.849 0.882
H -2.652 -2.525 -1.366
H -2.119 -4.818 -1.137
H 0.631 -6.175 1.840
H 1.274 -3.817 2.304
C 3.898 0.003 1.695
C 3.547 0.915 0.528
As 1.839 0.312 -0.344
C 2.449 -1.493 -0.947
C 3.781 -1.606 -1.670
C 2.094 1.286 -2.070
C 1.971 2.790 -1.895
H 4.699 0.425 2.306
H 4.219 -0.975 1.334
H 3.012 -0.134 2.316
H 4.370 0.957 -0.194
H 3.370 1.929 0.893
H 1.646 -1.892 -1.572
H 2.470 -2.112 -0.047
H 3.749 -1.101 -2.634
H 4.032 -2.653 -1.847
H 4.583 -1.165 -1.080
H 1.314 0.925 -2.748
H 3.067 1.051 -2.510
H 1.010 3.030 -1.447
H 2.047 3.311 -2.852
H 2.754 3.166 -1.239
*
```

Values from the calculation:
HOMO (alpha / beta) = 0.0 / 0.0 eV
LUMO level (alpha / beta) = 0.1471 / 0.1471 Eh
Frontier orbital gap (alpha / beta) = 3.97 / 3.95 eV


No. 7
The following is a quantum chemistry calculation of C23H25AsCl2N5O10S6Ta as an isolated structure, from the Open Molecules 2025 dataset.

Geometry as ORCA input:
```
! wB97M-V def2-TZVPD RIJCOSX def2/J DEFGRID3
* xyz -2 1
Ta 1.467 1.127 0.336
S 5.274 -1.110 -1.864
As 5.273 -0.455 0.213
S 3.110 -0.653 0.854
S 3.424 2.233 -0.692
S 5.201 1.788 0.243
O -0.981 6.169 -3.030
C -1.866 5.345 -3.541
O -2.750 5.729 -4.280
C -1.724 3.895 -3.199
C -2.554 2.903 -3.675
Cl -3.966 3.048 -4.626
N -2.125 1.714 -3.170
N -1.071 1.899 -2.366
C -0.812 3.180 -2.357
C 0.319 3.671 -1.495
O 0.558 4.888 -1.486
O 0.932 2.827 -0.786
C -2.526 0.361 -3.373
C -2.171 -0.560 -2.389
C -2.487 -1.897 -2.564
C -3.161 -2.324 -3.703
C -3.497 -1.400 -4.679
C -3.174 -0.058 -4.528
H -0.258 5.668 -2.498
H -1.627 -0.223 -1.515
H -2.177 -2.605 -1.808
H -3.405 -3.371 -3.832
H -4.000 -1.719 -5.584
H -3.406 0.638 -5.316
N 2.370 -1.905 -2.203
C 1.962 -1.000 -3.302
C 1.592 0.369 -2.734
O 1.632 1.343 -3.446
O 1.191 0.271 -1.500
H 2.423 -2.873 -2.504
H 1.687 -1.848 -1.438
H 3.354 -1.629 -1.873
H 1.087 -1.410 -3.809
H 2.788 -0.892 -4.000
C -2.774 -1.188 2.183
C -1.767 -1.117 3.324
C -0.393 -1.789 3.044
C 0.431 -1.808 4.336
C 1.842 -2.352 4.153
C -0.654 -3.203 2.565
O -1.031 -4.094 3.303
N -0.475 -3.418 1.226
C -0.024 -2.483 0.273
O 0.093 -2.875 -0.888
N 0.286 -1.247 0.694
C 0.298 -0.960 1.986
O 0.869 0.095 2.313
H -3.712 -0.721 2.488
H -2.999 -2.222 1.907
H -2.413 -0.657 1.303
H -2.172 -1.604 4.215
H -1.554 -0.075 3.574
H -0.122 -2.400 5.067
H 0.463 -0.779 4.693
H 1.821 -3.386 3.798
H 2.383 -2.343 5.102
H 2.410 -1.753 3.439
H -0.649 -4.347 0.875
Cl -0.885 1.519 0.759
C 2.164 1.203 5.632
O 2.426 1.558 4.281
C 1.568 2.357 3.643
S 0.137 2.851 4.278
S 2.198 2.770 2.046
H 2.974 0.534 5.913
H 1.199 0.708 5.732
H 2.155 2.095 6.261
*
```

Values from the calculation:
HOMO = -2.4 eV
LUMO level = 0.1431 Eh
Frontier orbital gap = 6.33 eV


No. 8
The following is a quantum chemistry calculation of one molecule with the formula C23H25ClN4O3S, from the Open Molecules 2025 dataset.

Geometry as ORCA input:
```
! wB97M-V def2-TZVPD RIJCOSX def2/J DEFGRID3
* xyz 0 1
C 5.795 1.499 -2.507
N 5.982 1.872 -1.118
C 7.019 2.873 -0.988
C 6.256 0.728 -0.266
C 5.063 -0.219 -0.146
C 3.792 0.545 0.232
N 2.658 -0.343 0.360
C 2.231 -0.775 1.682
C 0.742 -0.595 1.842
C 0.128 0.586 1.589
C -1.289 0.712 1.570
C -1.924 1.920 1.214
C -3.284 1.916 1.132
C -4.040 0.758 1.402
C -3.455 -0.421 1.770
C -2.054 -0.438 1.849
N -1.400 -1.593 2.175
C -0.039 -1.784 2.149
O 0.433 -2.896 2.341
O -5.359 1.034 1.234
C -5.428 2.377 0.796
O -4.133 2.932 0.801
C 1.955 -0.707 -0.735
S 2.164 -0.006 -2.214
N 1.065 -1.748 -0.561
C -0.269 -1.783 -0.927
C -0.978 -2.972 -0.749
C -2.334 -3.019 -1.004
C -3.016 -1.890 -1.426
C -2.303 -0.716 -1.603
Cl -3.139 0.718 -2.081
C -0.943 -0.646 -1.370
H 5.625 2.401 -3.092
H 4.917 0.866 -2.608
H 6.668 0.971 -2.922
H 8.008 2.511 -1.313
H 7.092 3.187 0.053
H 6.753 3.739 -1.591
H 7.132 0.154 -0.622
H 6.494 1.116 0.729
H 5.286 -0.970 0.616
H 4.891 -0.739 -1.088
H 3.583 1.280 -0.549
H 3.939 1.073 1.175
H 2.769 -0.171 2.416
H 2.477 -1.829 1.869
H 0.718 1.457 1.338
H -1.346 2.801 0.994
H -4.038 -1.303 1.971
H -1.954 -2.424 2.349
H -5.841 2.407 -0.226
H -6.080 2.950 1.471
H 1.344 -2.489 0.071
H -0.459 -3.849 -0.392
H -2.871 -3.945 -0.864
H -4.078 -1.917 -1.612
H -0.415 0.281 -1.517
*
```

Values from the calculation:
HOMO = -7.8 eV
LUMO level = 0.0038 Eh
SMILES string = CN(C)CCCN(Cc1cc2cc3c(cc2[nH]c1=O)OCO3)C(=S)Nc1cccc(Cl)c1
Frontier orbital gap = 7.88 eV


Number 1: electronic energy -3814.192387 a.u., F_max 4.61 eV/Å. Number 2: electronic energy -1954.429525 a.u., F_max 0.67 eV/Å. Number 3: electronic energy -1075.585130 a.u., F_max 0.51 eV/Å. Number 4: electronic energy -1527.108164 a.u., F_max 0.75 eV/Å. Number 5: electronic energy -1369.867277 a.u., F_max 1.10 eV/Å. Number 6: electronic energy -8888.761808 a.u., F_max 1.42 eV/Å. Number 7: electronic energy -7520.438217 a.u., F_max 0.75 eV/Å. Number 8: electronic energy -2194.594424 a.u., F_max 1.27 eV/Å.